Below is 3 unconnected molecules or ions with the total composition C26H31F2IN5O4SSi at a distorted geometry, with properties calculated with ωB97M-V/def2-TZVPD.

Computed properties:
Multiplicity   1
Calculated total energy   -75329.7072 eV
LUMO level   -0.1814 Eh
Charge   +1

The geometry in XYZ format:
```
71
Properties=species:S:1:pos:R:3:forces:R:3:mulliken_charge:R:1
C -0.661074 -2.320214 2.476176 -0.5 -0.7 0.9 -0.99
Si -0.344534 -2.254395 0.538631 0.4 0.7 0.9 0.21
C -1.305852 -0.715972 -0.178415 0.3 0.9 0.0 -0.57
C -0.951272 -3.947193 -0.149278 0.1 -1.4 -0.5 -0.55
C -2.165685 -3.859126 -1.247656 0.1 -1.3 -0.5 -0.74
C -3.665564 -4.154939 -0.649445 -0.7 -1.0 -0.8 0.80
F -3.712549 -5.151197 0.449397 0.1 2.9 -3.2 -0.28
F -4.448041 -4.765359 -1.788793 1.6 1.6 3.0 -0.35
C -4.505231 -2.823379 -0.191999 -0.9 1.0 -0.9 0.30
S -4.086661 -2.408925 1.625715 0.5 0.6 -0.4 -0.19
C -4.593121 -1.532727 -1.252176 0.4 -1.4 -0.7 -0.57
N -5.456571 -0.625698 -0.401047 -2.4 -2.9 1.2 -0.56
I -6.260493 1.040571 -1.327826 0.2 -0.4 0.3 0.28
C -6.466140 -1.594599 0.248544 1.7 1.2 -0.9 0.43
N -7.518497 -1.131227 0.999142 1.9 -1.1 -1.3 -0.33
N -6.027382 -3.041200 -0.060236 -1.1 2.8 0.5 -0.45
C 1.543496 -1.888010 0.173112 4.0 0.9 -0.4 0.42
C 2.288991 -0.920482 1.315759 2.6 -0.8 -3.0 -0.33
C 3.859328 -0.446924 1.182149 -2.8 -3.0 -3.4 -0.36
C 4.674183 -0.972486 -0.162346 -3.9 -0.9 1.0 -0.52
C 3.941544 -1.961749 -1.288130 -1.8 1.5 2.9 -0.53
C 2.353059 -2.438312 -1.154881 2.2 3.2 3.7 -0.28
H -1.253098 -1.364295 2.805707 1.4 -1.7 -0.4 0.23
H 0.326494 -2.486141 3.086588 -1.9 0.6 -1.1 0.36
H -1.363976 -3.246192 2.745846 1.5 2.0 -0.7 0.29
H -0.592803 0.220146 0.020491 -1.5 -2.0 -0.7 0.37
H -1.429787 -0.881801 -1.333908 0.1 0.8 2.2 0.02
H -2.301178 -0.483785 0.392772 1.7 -0.5 -1.4 0.06
H -0.042859 -4.492780 -0.688999 -1.9 1.1 1.1 0.33
H -1.223136 -4.646016 0.776124 0.4 1.5 -2.2 0.37
H -2.169649 -2.856705 -1.886817 -0.2 -2.1 1.6 0.27
H -1.953801 -4.723040 -2.043894 -0.9 1.8 1.8 0.40
H -3.932610 -1.004734 1.758127 -0.2 -1.6 -0.9 0.21
H -3.595691 -1.134949 -1.717072 -1.9 -0.2 1.7 0.40
H -5.234818 -1.837194 -2.186019 1.3 0.1 1.7 0.43
H -8.315627 -1.761106 1.311006 1.8 1.0 -0.4 0.31
H -7.489507 -0.121349 1.320724 -0.3 -1.7 -0.9 0.27
H -6.461711 -3.214351 -0.993035 0.5 -0.3 0.5 0.34
H 1.686980 -0.534444 2.252151 1.2 -1.0 -2.1 0.20
H 4.311527 0.228171 2.024393 -0.7 -1.5 -2.0 0.41
H 5.787988 -0.605150 -0.265597 -2.5 -1.0 0.0 0.33
H 4.598032 -2.281565 -2.204900 -1.5 0.6 2.0 0.29
H 1.794836 -3.108367 -1.944580 1.5 1.5 1.7 0.25
C 4.083958 3.686433 -3.350741 -0.1 -0.1 0.0 -0.52
C 3.049007 3.977568 -4.240829 -0.1 -0.3 0.2 -0.43
C 1.951180 3.120863 -4.341958 0.0 0.0 0.0 -0.42
C 1.897676 1.972499 -3.539980 0.8 0.6 0.1 -0.03
C 2.938921 1.673777 -2.651139 -0.1 0.0 0.0 0.12
C 4.033017 2.536605 -2.560865 -0.3 0.1 -0.3 -0.41
N 0.734320 1.081351 -3.623224 -0.9 -0.6 -0.2 1.00
O -0.157273 1.369903 -4.435321 1.1 -0.5 1.2 -0.61
O 0.708242 0.094287 -2.874181 -0.1 1.3 -1.0 -0.55
H 4.935240 4.360389 -3.271334 -0.2 -0.2 0.0 0.38
H 3.096626 4.874843 -4.854167 -0.1 -0.2 0.1 0.38
H 1.152752 3.361838 -5.040383 0.1 -0.2 0.2 0.44
H 2.912635 0.783398 -2.026414 -0.2 0.1 -0.2 0.28
H 4.844928 2.315048 -1.871691 -0.2 0.0 -0.1 0.36
C 1.217253 4.526295 4.413259 0.1 -0.1 -0.1 -0.39
C 2.290484 3.849239 4.994559 0.0 0.0 -0.4 -0.50
C 3.291562 3.302236 4.189560 0.0 0.0 -0.1 -0.38
C 3.209845 3.443779 2.797418 -0.7 0.4 0.6 0.13
C 2.129562 4.116313 2.210774 0.0 0.0 0.0 -0.25
C 1.133009 4.656655 3.025991 0.3 -0.2 0.2 -0.52
N 4.272113 2.893121 1.947222 0.9 -0.3 -0.9 1.00
O 5.201398 2.288579 2.502795 -1.3 0.8 -0.8 -0.60
O 4.181197 3.067729 0.723585 0.2 -0.3 1.8 -0.52
H 0.442011 4.955997 5.045366 0.2 -0.1 -0.1 0.38
H 2.348357 3.750482 6.076433 0.0 0.0 -0.3 0.37
H 4.121451 2.777586 4.657941 -0.1 0.1 -0.3 0.44
H 2.051051 4.229200 1.131497 0.2 -0.1 0.2 0.47
H 0.291935 5.183172 2.580322 0.2 -0.1 0.0 0.38
```
Forces are in eV/Å.